No. 1
Here is 2 unconnected molecules or ions with the total composition H4S2 from OMol25. Energies are from wB97M-V/def2-TZVPD.

Summary:
Kohn-Sham gap   10.264 eV
SMILES   S.S
LUMO level   0.0277 hartree

Positions of all 6 atoms, in Å:
S -9.76792 -3.11680 6.08161
H -10.53690 -2.84236 5.01154
H -8.88644 -3.80848 5.33575
S -6.89114 -3.97903 7.19103
H -7.67587 -4.52921 8.13612
H -7.44977 -4.72460 6.21955

No. 2
Here is 3 unconnected molecules or ions with the total composition C12H32N2O5 at a distorted geometry from OMol25. Energies are from wB97M-V/def2-TZVPD.

Summary:
Kohn-Sham gap (alpha / beta)   8.850 / 3.821 eV
2S+1   2
Net charge   +1
LUMO level (alpha / beta)   -0.0917 / -0.2764 hartree

Positions of all 51 atoms, in Å:
C 1.45593 1.47401 1.41223
O 1.57250 0.78509 2.62133
C 2.05922 -0.55298 2.48275
C 1.17889 -1.63182 1.84302
N -0.13421 -1.48769 2.37881
C -1.19960 -2.47062 1.85483
C -2.53130 -2.07701 2.48640
O -3.33907 -1.22716 1.80288
C -4.41260 -0.53361 2.43668
H 2.44418 1.58952 0.96712
H 1.08860 2.43927 1.76071
H 0.71414 1.13956 0.68697
H 2.12293 -0.90223 3.51331
H 3.12935 -0.58491 2.27810
H 1.61721 -2.59205 2.11495
H 1.12627 -1.53686 0.75844
H -0.53685 -0.57637 2.54456
H -0.89047 -3.41448 2.30389
H -1.28997 -2.47467 0.76859
H -2.29220 -1.59828 3.43600
H -2.95781 -3.01383 2.84496
H -5.38509 -0.99969 2.27818
H -4.45880 0.44561 1.96013
H -4.26962 -0.40125 3.50913
C -1.39573 2.90187 -0.60267
O -1.24976 1.74317 -1.40625
C -0.81839 2.07351 -2.76601
C -0.51913 0.71608 -3.55796
N 0.60295 -0.04917 -2.91259
C 1.76421 0.63819 -2.72282
C 2.99256 -0.04250 -2.37129
O 2.91680 -0.48628 -1.03622
C 4.06212 -1.25139 -0.71183
H -0.48039 3.46709 -0.42726
H -1.65081 2.72115 0.44154
H -2.06370 3.66401 -1.00399
H -0.08357 2.86890 -2.64151
H -1.65773 2.59336 -3.22793
H -0.20339 0.72139 -4.60122
H -1.34801 0.01176 -3.62865
H 0.42727 -0.26282 -1.94120
H 1.62306 1.40124 -1.95737
H 2.03930 1.11266 -3.66479
H 3.87311 0.58406 -2.51321
H 3.06358 -0.85418 -3.09533
H 3.98249 -1.47647 0.35170
H 4.91375 -0.62536 -0.97811
H 4.12018 -2.14932 -1.32701
O -3.43835 -0.18244 -1.14759
H -3.32852 -0.24218 -0.19859
H -2.95553 0.60588 -1.39590

No. 3
Here is a single C16H14ClN3O7S molecule at a distorted geometry from OMol25. Energies are from wB97M-V/def2-TZVPD.

Summary:
Kohn-Sham gap   8.455 eV
SMILES   COC(=O)CNC(=O)c1ccc(NS(=O)(=O)c2cc([N+](=O)[O-])ccc2Cl)cc1
LUMO level   -0.0329 hartree

Positions of all 42 atoms, in Å:
C 6.04195 0.04121 -3.95446
H 6.65050 -0.51745 -3.24104
H 6.17232 1.10892 -3.76921
H 6.32142 -0.20707 -4.97457
O 4.67039 -0.31800 -3.82128
C 4.12421 -0.12771 -2.62413
O 4.70599 0.31580 -1.66879
C 2.67228 -0.56665 -2.59973
N 2.07213 -0.22017 -1.33886
C 0.87536 0.40564 -1.27590
O 0.18882 0.61762 -2.25930
C 0.40009 0.75802 0.09237
C -0.48159 1.82837 0.21864
C -1.11224 2.08469 1.41847
C -0.88102 1.25089 2.50892
C 0.06225 0.23188 2.41322
C 0.69906 -0.01336 1.21160
H 1.37560 -0.85006 1.13603
H 0.24197 -0.39029 3.27444
N -1.67786 1.31801 3.66333
S -2.61069 -0.06776 3.90063
O -1.77805 -1.13225 4.34822
O -3.73417 0.31259 4.69134
C -3.05910 -0.41918 2.17782
C -2.28935 -1.34920 1.50862
C -2.41095 -1.46506 0.13041
C -3.32367 -0.68990 -0.57688
C -4.10347 0.22664 0.09833
C -3.94724 0.38479 1.47485
Cl -4.82717 1.59612 2.29947
H -4.80689 0.84898 -0.43041
H -3.38786 -0.80033 -1.64895
N -1.53442 -2.36284 -0.58806
O -1.86356 -2.69333 -1.70179
O -0.52187 -2.71097 -0.02304
H -1.60006 -1.96702 2.06313
H -2.24813 2.14988 3.73121
H -1.81655 2.89969 1.50305
H -0.69396 2.42900 -0.65246
H 2.69518 -0.21133 -0.54456
H 2.10773 -0.07874 -3.40056
H 2.63261 -1.65009 -2.77010

No. 4
Here is a single C6H5P molecule at a distorted geometry from OMol25. Energies are from wB97M-V/def2-TZVPD.

Summary:
Kohn-Sham gap   8.838 eV
SMILES   C=CC#CC=C=P
LUMO level   0.0018 hartree

Positions of all 12 atoms, in Å:
C 2.47282 0.98030 0.78544
C -1.48119 0.13415 -0.24061
C 1.06812 0.80587 0.65209
C 0.01662 0.57264 0.07720
C 3.33908 0.35407 0.05662
C -2.19049 -0.73074 -1.15140
P 4.61946 -0.50315 -0.65078
H 2.89749 1.80959 1.29593
H -2.13743 0.58495 0.59203
H -3.20251 -0.99968 -0.90922
H -1.75789 -1.20652 -2.04259
H 4.53917 -1.41604 0.40152

No. 5
Here is a single C25H28FN5O2 molecule at a distorted geometry from OMol25. Energies are from wB97M-V/def2-TZVPD.

Summary:
Kohn-Sham gap   8.571 eV
SMILES   COc1cccc(CN(Cc2ccco2)[C@H](c2ccc(F)cc2)c2nnnn2C(C)(C)C)c1
LUMO level   0.0175 hartree

Positions of all 61 atoms, in Å:
C 0.81613 -5.10952 -0.04009
H 1.29782 -6.02489 -0.38084
O -0.51008 -5.18541 -0.49506
C -1.35659 -4.14780 -0.24680
C -2.60527 -4.23867 -0.86226
C -3.55325 -3.26412 -0.64617
C -3.27163 -2.18347 0.17287
C -2.02810 -2.06456 0.77498
C -1.07762 -3.06003 0.57161
H -0.12305 -2.98000 1.07167
C -1.72217 -0.86796 1.65033
N -1.20012 0.31697 0.98197
C 0.22329 0.30590 0.70446
C 0.65490 -0.64913 -0.36523
N -0.04620 -0.96178 -1.43201
N 0.65972 -1.85411 -2.10829
N 1.75424 -2.10175 -1.52893
N 1.81711 -1.36081 -0.41344
C 3.00728 -1.39827 0.43078
C 3.53988 0.02250 0.63639
H 2.87987 0.62312 1.25523
H 3.66088 0.52466 -0.32103
H 4.51106 -0.02714 1.12157
C 2.68061 -2.06283 1.77160
H 1.90986 -1.52236 2.31585
H 2.34891 -3.08713 1.61664
H 3.57553 -2.08421 2.38767
C 4.06437 -2.22961 -0.29992
H 3.70761 -3.23983 -0.47948
H 4.96740 -2.27691 0.30240
H 4.30380 -1.78088 -1.26001
C 0.69998 1.71642 0.40348
C 1.15774 2.09892 -0.84967
C 1.58291 3.39543 -1.07819
C 1.53903 4.30343 -0.03816
C 1.08682 3.95001 1.22037
C 0.67413 2.64961 1.43417
H 0.30516 2.35407 2.40450
H 1.06069 4.68569 2.00824
F 1.94932 5.57001 -0.25429
H 1.93555 3.70580 -2.04870
H 1.16518 1.39385 -1.66658
H 0.69947 -0.00498 1.64429
C -2.05103 0.84269 -0.07819
C -2.03196 2.33646 -0.11834
C -1.81960 3.20872 -1.14532
C -1.97082 4.50820 -0.60318
C -2.26774 4.32823 0.71040
O -2.31564 3.01904 1.01097
H -2.46340 5.02167 1.50395
H -1.86952 5.43935 -1.12163
H -1.58233 2.95601 -2.15805
H -1.77654 0.44844 -1.06369
H -3.07162 0.52571 0.14521
H -1.00221 -1.15086 2.42487
H -2.64345 -0.55454 2.15288
H -4.03365 -1.43979 0.35235
H -4.52204 -3.34477 -1.11579
H -2.80127 -5.08867 -1.49558
H 1.33513 -4.25061 -0.47833
H 0.86760 -5.06527 1.05439

No. 6
Here is a molecular structure, C19H18CaF3O4S at a distorted geometry from OMol25. Energies are from wB97M-V/def2-TZVPD.

Summary:
Kohn-Sham gap   6.954 eV
Net charge   -1
LUMO level   0.0800 hartree

Positions of all 46 atoms, in Å:
C 0.42020 -1.62200 1.59560
C -0.89240 -1.84430 1.11110
C -0.79300 -2.21720 -0.24490
H -1.80400 -1.74610 1.67600
C 0.57210 -2.21770 -0.59550
C 1.32940 -1.85090 0.53560
H 2.40190 -1.76570 0.58740
H 0.68080 -1.33530 2.59960
H -1.61280 -2.43400 -0.90530
H 0.96320 -2.40890 -1.58230
C -0.96720 2.15370 0.28990
C -0.63200 1.66350 1.56270
C 0.77230 1.49190 1.61110
H -1.32450 1.42870 2.35390
C 1.30920 1.87960 0.36200
C 0.22490 2.28200 -0.45400
H 0.28480 2.59180 -1.48410
H -1.95980 2.34660 -0.07670
H 1.33660 1.13450 2.45490
H 2.35240 1.88610 0.09310
Ca 0.00000 0.00000 0.00000
O -0.31060 -0.15180 -3.98940
C -1.41140 -0.91890 -4.46640
C -0.13380 -0.91750 -5.18590
H -1.68770 -1.77270 -3.85510
H -2.23800 -0.34460 -4.87260
H 0.50380 -1.78860 -5.05880
H 0.80300 -1.90630 -7.49660
C 0.53710 -0.85920 -7.57630
C 0.05270 -0.18450 -6.45880
C -0.26780 1.16570 -6.56930
H -0.61470 1.69680 -5.69350
C -0.11540 1.82420 -7.77910
H -0.36150 2.87540 -7.85160
C 0.35720 1.14330 -8.89300
H 0.47720 1.66010 -9.83590
C 0.68500 -0.20090 -8.78770
H 1.06280 -0.73660 -9.64850
F -0.87300 1.31290 6.84470
C -0.29300 1.04640 5.61880
F 0.18070 2.21970 5.06580
F 0.75380 0.16170 5.79410
S -1.52600 0.30490 4.51350
O -2.18020 -0.89260 5.21920
O -2.76300 1.18080 4.25830
O -1.02660 -0.36130 2.98400

No. 7
Here is 6 unconnected molecules or ions with the total composition C18H32O18 at a distorted geometry from OMol25. Energies are from wB97M-V/def2-TZVPD.

Summary:
Kohn-Sham gap (alpha / beta)   8.978 / 2.874 eV
2S+1   2
Net charge   +1
LUMO level (alpha / beta)   -0.1412 / -0.3655 hartree

Positions of all 68 atoms, in Å:
C 3.33222 0.82946 -21.59734
C 3.59282 1.09327 -20.14339
O 3.08471 2.37397 -20.10564
C 2.09580 2.58005 -20.97672
O 1.50264 3.64739 -21.14603
O 2.17020 1.64218 -21.88099
H 3.12760 -0.22657 -21.77363
H 4.09584 1.12468 -22.31694
H 4.59250 1.02846 -19.71380
H 3.06536 0.28328 -19.63959
C 7.22929 -3.35607 -26.15905
C 8.35647 -2.72331 -26.98439
O 8.88316 -1.71054 -26.11923
C 8.59582 -2.07360 -24.84327
O 9.07994 -1.66864 -23.81232
O 7.66683 -3.05699 -24.87484
H 7.14453 -4.40351 -26.44849
H 6.29092 -2.80425 -26.21451
H 7.86271 -2.27033 -27.84411
H 9.07292 -3.48649 -27.28832
C 2.48143 4.54043 -27.57534
O 1.33753 3.69037 -27.43264
C 0.17295 3.91407 -28.08283
O 0.04199 4.67370 -29.02037
O -0.78800 3.29525 -27.44148
C -2.14191 3.20690 -27.90041
H 2.90938 4.56721 -28.57747
H 3.25836 4.38766 -26.82624
H 2.05339 5.51638 -27.34645
H -2.60464 3.98302 -27.29082
H -2.61367 2.25659 -27.65055
H -2.28979 3.58632 -28.91149
C 3.28824 -6.18276 -26.72761
O 4.02353 -5.09717 -27.27193
C 3.32950 -3.96459 -27.41348
O 2.20651 -3.77941 -26.96051
O 4.07833 -3.06611 -28.02512
C 3.65097 -1.76825 -28.14531
H 3.83108 -7.12763 -26.70230
H 2.52094 -6.41834 -27.46507
H 2.87720 -6.09999 -25.72148
H 3.76305 -1.36185 -27.14013
H 2.60866 -1.73822 -28.46278
H 4.05694 -1.08372 -28.89010
C 4.17402 -2.61076 -23.87977
O 4.09247 -1.25771 -24.36737
C 2.95012 -0.63431 -24.74078
O 1.86671 -1.28434 -24.79457
O 3.20624 0.67271 -24.97491
C 2.08550 1.47171 -25.36388
H 3.64868 -2.65435 -22.92573
H 5.24086 -2.77112 -23.72410
H 3.74500 -3.37885 -24.52327
H 1.17658 1.52450 -24.76455
H 1.80134 1.33416 -26.40715
H 2.50785 2.47540 -25.41227
C -0.18762 -0.61326 -27.54746
O -0.74306 0.33879 -26.64018
C -1.28133 -0.06716 -25.49599
O -1.60449 -1.22263 -25.21338
O -1.25188 0.96859 -24.60427
C -1.98400 0.92647 -23.42438
H 0.27680 -0.04724 -28.35495
H -0.99716 -1.22905 -27.93932
H 0.63741 -1.16121 -27.09229
H -1.60713 1.60181 -22.65627
H -2.14162 -0.02651 -22.91933
H -3.02715 1.14888 -23.64900

No. 8
Here is a molecular structure, C9H18ClN2P at a distorted geometry from OMol25. Energies are from wB97M-V/def2-TZVPD.

Summary:
Kohn-Sham gap   9.165 eV
LUMO level   0.0112 hartree

Positions of all 31 atoms, in Å:
C 2.73584 0.52314 1.71358
C 2.93775 1.92269 -0.31810
C -1.51931 -1.04227 1.81024
C -0.91785 1.39068 1.36995
C -1.69622 -2.02247 -1.51186
C -1.16164 0.26714 -2.56874
C 2.91442 0.51343 0.30625
C -0.55404 -0.04138 1.13095
C -1.41238 -0.53268 -1.23644
N 2.62244 0.53522 2.87033
N -0.32703 -0.31922 -0.22641
P 1.35249 -0.84812 -0.68260
Cl 1.58443 -2.33205 0.84342
H 3.75724 2.44399 0.25553
H 3.11951 1.86946 -1.30885
H 2.01428 2.43011 -0.09719
H -2.50608 -0.79081 1.29960
H -1.12067 -2.04454 1.70328
H -1.55341 -0.87529 2.90101
H -1.20965 1.64500 2.38018
H -1.79355 1.55477 0.78732
H -0.19292 2.17753 0.93693
H -0.82800 -2.53778 -1.65003
H -2.22873 -2.57837 -0.70428
H -2.40002 -2.12774 -2.43361
H -0.15614 0.19402 -2.79629
H -1.49966 1.36211 -2.45015
H -1.78080 -0.21778 -3.31626
H 3.82247 -0.17025 0.18569
H 0.32450 -0.21739 1.66164
H -2.32728 -0.13113 -0.85509